[1]
Below is C19H22O5S in the gas phase, with properties calculated with ωB97M-V with the def2-TZVPD basis set.

Output
Multiplicity: 1
ΔE to the lowest compared entry with this formula, charge and spin, kJ/mol: 18.8
LUMO level, eV: 0.569
E, eV: -41132.7945
Charge: 0

Each line ends with the Löwdin charge.
Geometry (Å):
C (3.472, -0.065, 2.051)  -0.0567
C (2.115, 0.070, 2.733)  -0.2206
O (1.014, 0.043, 1.838)  -0.0709
C (0.589, -1.213, 1.411)  -0.3067
O (1.536, -1.836, 0.569)  0.0118
C (1.577, -1.371, -0.713)  -0.1780
C (2.792, -1.747, -1.469)  -0.4609
O (2.964, -1.502, -2.637)  0.1157
O (3.696, -2.393, -0.725)  0.1303
C (0.608, -0.653, -1.290)  0.0295
C (-0.633, -0.246, -0.568)  -0.1931
C (-0.626, 1.241, -0.311)  -0.2351
C (0.469, 2.031, -0.352)  -0.3430
S (0.159, 3.686, 0.038)  1.0417
C (-1.529, 3.336, 0.272)  -0.4674
C (-2.523, 4.235, 0.629)  -0.0927
C (-3.813, 3.767, 0.761)  -0.0903
C (-4.109, 2.423, 0.538)  -0.0849
C (-3.123, 1.530, 0.184)  -0.0230
C (-1.806, 1.974, 0.047)  -0.2024
C (-0.789, -1.021, 0.758)  -0.1765
C (-1.588, -2.330, 0.655)  -0.1322
C (-0.994, -3.481, -0.161)  -0.1592
C (-1.253, -3.394, -1.669)  -0.2701
O (-0.881, -4.579, -2.332)  -0.0581
H (4.259, 0.069, 2.789)  0.0766
H (3.578, 0.698, 1.283)  0.0790
H (3.580, -1.044, 1.592)  0.0604
H (1.991, -0.720, 3.487)  0.1227
H (2.037, 1.044, 3.223)  0.1238
H (0.517, -1.905, 2.271)  0.1743
H (4.471, -2.613, -1.264)  0.1395
H (0.747, -0.321, -2.306)  0.1429
H (-1.501, -0.461, -1.202)  0.1534
H (1.475, 1.743, -0.587)  0.0789
H (-2.283, 5.273, 0.796)  0.1064
H (-4.604, 4.448, 1.039)  0.1014
H (-5.128, 2.081, 0.644)  0.1011
H (-3.363, 0.492, 0.010)  0.1067
H (-1.340, -0.377, 1.452)  0.1530
H (-1.733, -2.687, 1.678)  0.1177
H (-2.578, -2.093, 0.255)  0.1141
H (-1.453, -4.411, 0.183)  0.1194
H (0.079, -3.562, 0.023)  0.1089
H (-2.325, -3.285, -1.857)  0.1246
H (-0.727, -2.537, -2.108)  0.1019
H (0.066, -4.714, -2.216)  0.0866

[2]
Below is a molecular structure, C45H63IrN7O5S2, with properties calculated with ωB97M-V with the def2-TZVPD basis set.

Output
Multiplicity: 1
ΔE to the lowest compared entry with this formula, charge and spin, kJ/mol: 92.6
LUMO level (alpha / beta), eV: -2.863 / -2.888
E, eV: -92858.0464
Charge: +1

Each line ends with the Löwdin charge.
Geometry (Å):
Ir (-0.329, -0.088, -0.331)  1.0587
C (2.518, 2.900, 2.077)  -0.0631
C (2.159, 1.417, 1.988)  -0.3974
C (3.412, 0.567, 2.210)  -0.0494
C (1.071, 0.990, 2.947)  -0.1382
C (1.014, 1.592, 4.199)  -0.0299
C (0.096, 1.190, 5.152)  -0.0503
C (-0.805, 0.193, 4.841)  -0.0320
C (-0.799, -0.436, 3.598)  -0.1296
C (-1.917, -1.424, 3.324)  -0.3731
C (-3.279, -0.738, 3.452)  -0.0496
C (-1.835, -2.644, 4.244)  -0.0426
C (0.176, -0.056, 2.658)  -0.1262
N (0.221, -0.776, 1.387)  -0.1471
C (0.451, -2.092, 1.417)  -0.1650
C (0.105, -2.770, 0.263)  -0.1799
N (-0.437, -1.998, -0.686)  -0.1336
C (-1.215, -2.697, -1.716)  -0.1151
C (-0.952, -2.579, -3.098)  -0.1332
C (-1.594, -3.456, -3.967)  -0.0289
C (-2.509, -4.392, -3.525)  -0.0500
C (-2.846, -4.410, -2.191)  -0.0297
C (-2.234, -3.560, -1.273)  -0.1366
C (-2.811, -3.552, 0.130)  -0.3807
C (-4.295, -3.168, 0.079)  -0.0437
C (-2.629, -4.889, 0.848)  -0.0442
C (-0.051, -1.558, -3.762)  -0.3531
C (-0.631, -0.152, -3.617)  -0.0731
C (1.411, -1.674, -3.333)  -0.0512
H (3.095, 3.194, 1.197)  0.0800
H (3.131, 3.119, 2.955)  0.0819
H (1.630, 3.532, 2.131)  0.0712
H (1.795, 1.224, 0.989)  0.0192
H (3.793, 0.712, 3.224)  0.0959
H (4.199, 0.858, 1.506)  0.0627
H (3.200, -0.497, 2.079)  0.0772
H (1.720, 2.376, 4.441)  0.1124
H (0.082, 1.655, 6.129)  0.1122
H (-1.545, -0.104, 5.575)  0.1159
H (-1.833, -1.763, 2.300)  0.0858
H (-3.484, -0.440, 4.483)  0.0795
H (-4.074, -1.416, 3.140)  0.0811
H (-3.326, 0.154, 2.823)  0.0668
H (-1.879, -2.347, 5.294)  0.0808
H (-0.907, -3.202, 4.097)  0.0795
H (-2.669, -3.323, 4.056)  0.0782
H (0.837, -2.584, 2.302)  0.1407
H (0.211, -3.841, 0.150)  0.1369
H (-1.365, -3.392, -5.024)  0.1169
H (-2.981, -5.071, -4.223)  0.1136
H (-3.612, -5.091, -1.843)  0.1161
H (-2.311, -2.783, 0.704)  0.0858
H (-4.892, -3.942, -0.407)  0.0816
H (-4.447, -2.236, -0.471)  0.0795
H (-4.685, -3.035, 1.089)  0.0753
H (-3.122, -5.697, 0.302)  0.0814
H (-3.072, -4.848, 1.845)  0.0771
H (-1.576, -5.155, 0.957)  0.0752
H (-0.090, -1.777, -4.830)  0.1276
H (-0.577, 0.191, -2.582)  -0.0407
H (-1.681, -0.126, -3.917)  0.0951
H (-0.076, 0.575, -4.213)  0.0858
H (1.506, -1.501, -2.268)  0.0164
H (2.028, -0.939, -3.859)  0.0780
H (1.798, -2.672, -3.547)  0.0981
C (-4.707, 2.521, 3.467)  -0.1021
C (-3.740, 3.346, 2.622)  -0.2920
S (-4.657, 4.510, 1.647)  0.6563
O (-5.521, 3.770, 0.756)  -0.2886
O (-5.202, 5.505, 2.528)  -0.2875
C (-3.418, 5.321, 0.644)  -0.1971
C (-3.329, 4.804, -0.784)  -0.1121
N (-2.959, 3.377, -0.863)  0.0678
C (-1.783, 2.855, -0.450)  -0.3239
N (-1.816, 1.527, -0.508)  -0.0482
C (-3.064, 1.174, -0.961)  -0.0293
C (-3.763, 2.304, -1.184)  -0.1436
N (-5.067, 2.383, -1.803)  -0.3333
O (-5.374, 3.421, -2.354)  0.1014
O (-5.733, 1.374, -1.755)  0.1224
C (-0.626, 3.657, 0.026)  0.0081
H (-4.149, 1.807, 4.070)  0.0567
H (-5.406, 1.977, 2.833)  0.0873
H (-5.280, 3.165, 4.133)  0.0872
H (-3.173, 2.722, 1.924)  0.0853
H (-3.062, 3.938, 3.241)  0.1110
H (-2.472, 5.238, 1.180)  0.0923
H (-3.719, 6.370, 0.642)  0.1198
H (-2.583, 5.377, -1.330)  0.1358
H (-4.275, 4.918, -1.295)  0.1119
H (-3.377, 0.153, -1.100)  0.1212
H (-0.673, 4.686, -0.328)  0.0909
H (0.300, 3.208, -0.331)  0.0179
H (-0.588, 3.664, 1.118)  0.0901
C (4.664, 0.891, -4.771)  -0.0973
C (3.836, 1.899, -3.981)  -0.2433
C (4.257, 1.988, -2.520)  -0.1934
N (4.077, 0.726, -1.795)  0.0606
C (2.939, 0.296, -1.289)  -0.6784
S (1.505, 1.210, -1.432)  0.7585
N (2.877, -0.913, -0.655)  0.1031
C (3.736, -2.034, -0.618)  -0.3761
O (3.252, -3.101, -0.339)  0.1440
C (5.190, -1.867, -0.905)  -0.1775
C (5.974, -1.033, -0.112)  -0.0408
C (7.346, -0.988, -0.311)  -0.0536
C (7.928, -1.767, -1.304)  -0.0588
C (7.143, -2.600, -2.092)  -0.0523
C (5.774, -2.665, -1.884)  -0.0084
H (4.325, 0.830, -5.805)  0.0774
H (4.586, -0.112, -4.343)  0.0603
H (5.720, 1.171, -4.785)  0.0788
H (2.776, 1.643, -4.033)  0.0787
H (3.945, 2.896, -4.413)  0.1169
H (3.704, 2.764, -1.994)  0.0988
H (5.320, 2.222, -2.455)  0.1308
H (4.882, 0.123, -1.708)  0.1143
H (1.941, -1.138, -0.330)  0.0553
H (5.514, -0.435, 0.666)  0.0975
H (7.961, -0.353, 0.314)  0.1130
H (9.000, -1.735, -1.455)  0.1125
H (7.600, -3.211, -2.860)  0.1136
H (5.155, -3.330, -2.473)  0.1271

[3]
Below is a molecular structure, C25H49CeCl3N5O3Si, with properties calculated with ωB97M-V with the def2-TZVPD basis set.

Output
Multiplicity: 2
ΔE to the lowest compared entry with this formula, charge and spin, kJ/mol: 381.1
LUMO level (alpha / beta), eV: -0.132 / -0.131
E, eV: -98691.1644
Charge: 0

Each line ends with the Löwdin charge.
Geometry (Å):
C (2.840, -2.453, -2.603)  -0.0442
C (2.337, -1.603, -3.721)  -0.2553
H (2.269, -3.393, -2.539)  0.0811
H (2.797, -1.926, -1.641)  0.0677
H (3.894, -2.739, -2.776)  0.0942
C (2.303, -2.085, -4.984)  -0.1342
C (2.403, -3.528, -5.358)  -0.1003
H (2.285, -1.405, -5.840)  0.1028
H (1.749, -4.146, -4.734)  0.0717
H (3.423, -3.927, -5.299)  0.0747
H (2.087, -3.656, -6.401)  0.0699
Ce (1.154, 0.179, 0.750)  0.4283
Cl (3.159, -0.944, 1.850)  0.0092
Cl (2.492, 1.849, -0.705)  0.1057
C (0.014, 3.269, 1.204)  -0.2291
O (-0.187, 2.007, 1.308)  -0.2558
N (-0.921, 4.117, 0.782)  -0.1464
C (-2.317, 3.680, 0.608)  0.0029
C (-0.512, 5.424, 0.265)  -0.0217
H (1.014, 3.678, 1.429)  0.1567
H (-2.663, 3.170, 1.520)  0.0961
H (-2.395, 2.987, -0.247)  0.0945
H (-2.925, 4.570, 0.416)  0.0907
H (0.221, 5.884, 0.944)  0.0979
H (-1.393, 6.071, 0.161)  0.0912
H (-0.027, 5.307, -0.721)  0.1085
H (-0.793, -5.049, 3.461)  0.1000
H (-0.905, -3.763, 0.009)  0.1007
C (-1.660, -4.465, 3.116)  -0.0262
C (-1.761, -3.769, 0.701)  -0.0028
N (-1.287, -3.520, 2.063)  -0.1552
H (-2.101, -3.959, 3.989)  0.0948
C (-0.555, -2.442, 2.299)  -0.2237
O (-0.184, -1.640, 1.394)  -0.2218
H (-2.478, -2.983, 0.406)  0.1077
H (-0.234, -2.299, 3.334)  0.1504
H (-2.391, -5.150, 2.678)  0.0856
H (-2.245, -4.746, 0.742)  0.0862
O (0.941, -0.262, -2.221)  -0.3534
C (1.908, -0.209, -3.320)  -0.3013
C (0.608, 0.241, -5.496)  -0.0932
C (1.512, 0.687, -4.514)  -0.1781
H (0.259, -0.804, -5.490)  0.1028
C (0.223, 1.090, -6.552)  -0.0735
H (2.754, 0.266, -2.822)  0.0918
C (2.098, 1.962, -4.659)  -0.0310
H (-0.541, 0.753, -7.264)  0.1084
C (0.831, 2.336, -6.689)  -0.1014
C (1.794, 2.761, -5.765)  -0.0874
H (2.830, 2.287, -3.916)  0.1055
H (0.591, 2.958, -7.549)  0.0945
H (2.300, 3.718, -5.903)  0.0975
Si (-0.865, -0.252, -2.625)  0.0134
Cl (-0.996, -2.312, -3.033)  0.3377
C (-2.132, -0.138, -4.080)  -0.3031
C (-0.870, 1.744, -2.851)  -0.2007
C (-1.440, -0.071, -0.822)  -0.2054
H (-2.305, 0.856, -4.509)  0.0161
H (-3.070, -0.496, -3.614)  0.0209
H (-1.883, -0.786, -4.924)  -0.0120
H (-1.314, -0.963, -0.179)  -0.0028
H (-2.512, 0.166, -0.833)  0.0583
H (-1.000, 0.815, -0.299)  -0.0156
H (-0.471, 2.000, -3.845)  0.0079
H (-0.299, 2.311, -2.102)  -0.0005
H (-1.928, 2.034, -2.826)  0.0116
C (-2.215, 0.930, 4.642)  -0.0636
N (-1.144, 0.519, 5.532)  -0.1737
C (-1.308, 0.942, 6.911)  -0.0746
C (0.105, 0.182, 5.029)  -0.4318
N (0.494, 0.482, 3.803)  0.1279
N (0.914, -0.509, 5.887)  -0.1671
C (0.397, -1.310, 6.978)  -0.0747
C (2.279, -0.775, 5.502)  -0.0686
H (-3.170, 0.622, 5.092)  0.0939
H (-2.097, 0.411, 3.682)  0.0878
H (-2.241, 2.024, 4.481)  0.0947
H (-1.907, 0.205, 7.465)  0.0890
H (-0.333, 1.058, 7.392)  0.0861
H (-1.836, 1.905, 6.955)  0.0917
H (-0.212, 1.120, 3.414)  0.0126
H (1.041, -2.184, 7.114)  0.0889
H (0.419, -0.751, 7.926)  0.0823
H (-0.629, -1.662, 6.791)  0.0926
H (2.365, -1.553, 4.729)  0.0694
H (2.722, 0.151, 5.121)  0.0894
H (2.827, -1.102, 6.394)  0.0886

[4]
Below is a molecular structure, C28H24N4O4PRe, with properties calculated with ωB97M-V with the def2-TZVPD basis set.

Output
Multiplicity: 2
ΔE to the lowest compared entry with this formula, charge and spin, kJ/mol: 125.5
LUMO level (alpha / beta), eV: -12.578 / -12.238
E, eV: -54964.0757
Charge: +3

Each line ends with the Löwdin charge.
Geometry (Å):
Re (0.318, -0.048, -0.327)  1.5397
N (2.517, 0.103, -0.641)  -0.0310
C (3.407, 0.057, 0.530)  -0.2998
C (4.766, 0.256, 0.400)  0.0139
C (5.574, 0.241, 1.533)  0.0076
C (5.029, 0.025, 2.793)  -0.0072
C (3.665, -0.177, 2.931)  -0.0250
C (2.856, -0.169, 1.796)  -0.3127
P (1.092, -0.444, 1.865)  1.0048
C (0.364, -0.092, 3.445)  -0.3747
C (-0.074, -1.110, 4.298)  -0.0647
C (-0.583, -0.763, 5.538)  -0.0255
C (-0.675, 0.574, 5.911)  -0.0060
C (-0.239, 1.582, 5.056)  -0.0307
C (0.285, 1.257, 3.819)  -0.0843
C (0.702, -2.102, 1.195)  -0.4152
C (1.728, -2.939, 0.695)  -0.0441
C (1.426, -4.233, 0.330)  -0.0031
C (0.117, -4.708, 0.439)  0.0359
C (-0.903, -3.891, 0.929)  -0.0110
C (-0.625, -2.593, 1.304)  -0.1042
H (2.641, 1.015, -1.092)  0.1318
H (2.856, -0.565, -1.339)  0.1337
H (5.213, 0.434, -0.572)  0.1394
H (6.638, 0.409, 1.431)  0.1378
H (5.666, 0.015, 3.667)  0.1355
H (3.229, -0.343, 3.908)  0.1280
H (0.006, -2.151, 4.013)  0.1148
H (-0.903, -1.540, 6.219)  0.1303
H (-1.089, 0.832, 6.876)  0.1330
H (-0.305, 2.618, 5.358)  0.1295
H (0.635, 2.034, 3.147)  0.1178
H (2.751, -2.586, 0.646)  0.1204
H (2.212, -4.883, -0.032)  0.1380
H (-0.106, -5.726, 0.148)  0.1424
H (-1.909, -4.278, 1.025)  0.1363
H (-1.403, -1.962, 1.716)  0.1112
O (-1.193, 2.709, -1.304)  0.1152
C (-0.778, 1.990, -2.187)  -0.4880
O (0.156, 1.041, -1.909)  -0.2083
C (-1.208, 2.086, -3.599)  -0.1471
C (-1.134, 0.970, -4.433)  -0.0042
C (-1.721, 1.008, -5.685)  0.0306
C (-2.343, 2.177, -6.082)  -0.0917
C (-2.368, 3.318, -5.300)  0.0472
C (-1.803, 3.268, -4.038)  0.0290
N (-3.048, 2.196, -7.406)  -0.3402
O (-3.251, 3.285, -7.886)  0.1304
O (-3.339, 1.110, -7.858)  0.1148
H (-0.637, 0.069, -4.100)  0.1129
H (-1.701, 0.149, -6.340)  0.1337
H (-2.830, 4.223, -5.669)  0.1389
H (-1.814, 4.143, -3.403)  0.1356
N (-3.692, 0.873, 0.186)  0.1553
C (-3.846, -0.168, -0.706)  0.0129
C (-2.620, -0.721, -0.857)  -0.0825
N (-1.722, -0.014, -0.060)  -0.1679
C (-2.425, 0.956, 0.552)  -0.1051
H (-4.426, 1.497, 0.495)  0.1986
H (-4.791, -0.422, -1.156)  0.1513
H (-2.319, -1.572, -1.446)  0.1297
H (-2.024, 1.684, 1.236)  0.1561

[5]
Below is a molecular structure, C18H17N4O2PtS4, with properties calculated with ωB97M-V with the def2-TZVPD basis set.

Output
Multiplicity: 3
ΔE to the lowest compared entry with this formula, charge and spin, kJ/mol: 15.0
LUMO level (alpha / beta), eV: -2.812 / -4.193
E, eV: -75579.1424
Charge: +1

Each line ends with the Löwdin charge.
Geometry (Å):
Pt (0.167, 0.104, -0.087)  1.2534
C (-1.912, -1.396, 2.389)  -0.0493
C (-1.653, 0.066, 2.507)  -0.6026
N (-0.921, 0.757, 1.671)  -0.0800
C (-0.840, 2.094, 2.010)  -0.3127
C (-1.538, 2.422, 3.122)  -0.3002
S (-2.291, 1.028, 3.766)  1.1441
C (-0.006, 2.895, 1.123)  -0.3127
C (0.329, 4.207, 1.146)  -0.2987
S (1.378, 4.558, -0.158)  1.1493
C (1.329, 2.935, -0.676)  -0.6118
N (0.561, 2.192, 0.081)  -0.0992
C (2.097, 2.412, -1.838)  -0.0596
H (-1.229, -1.827, 1.659)  0.0654
H (-2.937, -1.575, 2.061)  0.0954
H (-1.768, -1.897, 3.345)  0.0919
H (-1.632, 3.385, 3.595)  0.0909
H (0.027, 4.965, 1.849)  0.0907
H (2.544, 3.219, -2.414)  0.0828
H (1.435, 1.837, -2.486)  0.0833
H (2.890, 1.750, -1.486)  0.0963
O (2.962, -4.640, -0.565)  0.0638
C (3.685, -3.940, 0.324)  -0.2610
C (4.821, -4.564, 0.845)  -0.0057
C (5.618, -3.912, 1.759)  -0.0660
C (5.307, -2.619, 2.183)  -0.0829
C (4.188, -1.999, 1.678)  -0.0278
C (3.359, -2.638, 0.745)  -0.0841
C (2.177, -1.915, 0.252)  -0.4285
O (1.947, -0.737, 0.735)  -0.1649
N (1.404, -2.493, -0.643)  -0.0002
N (0.324, -1.705, -1.008)  -0.3073
C (-0.448, -2.222, -1.912)  -0.9310
S (-1.903, -1.403, -2.397)  0.9194
C (-2.109, -2.397, -3.902)  -0.4953
C (-1.671, -3.811, -3.573)  -0.4924
S (-0.092, -3.732, -2.676)  1.0109
H (2.204, -4.089, -0.848)  0.0444
H (5.049, -5.565, 0.506)  0.1221
H (6.496, -4.412, 2.148)  0.1097
H (5.936, -2.112, 2.900)  0.1030
H (3.925, -0.999, 1.993)  0.1112
H (-1.506, -1.966, -4.700)  0.0855
H (-3.160, -2.357, -4.181)  0.0873
H (-1.505, -4.395, -4.477)  0.0880
H (-2.404, -4.321, -2.950)  0.0847

[6]
Below is C3H11ClSi2 in the gas phase, with properties calculated with ωB97M-V with the def2-TZVPD basis set.

Output
Multiplicity: 1
ΔE to the lowest compared entry with this formula, charge and spin, kJ/mol: 0.0
LUMO level, eV: 0.830
E, eV: -31568.0940
Charge: 0

Each line ends with the Löwdin charge.
Geometry (Å):
C (0.571, -1.586, 0.926)  -0.2810
Si (0.777, 0.109, 0.060)  0.4247
C (1.882, 1.269, 1.083)  -0.3104
Si (-1.271, 1.137, -0.176)  0.0543
C (-2.557, 0.313, -1.306)  -0.3160
Cl (-2.143, 0.993, 1.658)  0.2574
H (-0.229, -1.516, 1.675)  -0.0001
H (0.140, -2.348, 0.170)  0.0431
H (1.498, -2.131, 1.237)  0.0327
H (1.624, -0.072, -1.158)  -0.0430
H (1.253, 1.731, 1.948)  0.0479
H (2.996, 0.992, 1.318)  0.0648
H (2.078, 2.224, 0.643)  -0.0168
H (-1.134, 2.628, -0.575)  -0.0401
H (-2.713, -0.696, -0.922)  0.0098
H (-3.527, 0.802, -1.394)  0.0161
H (-2.134, 0.232, -2.388)  0.0566